# 1
Formula: C2H7N2O
Source: the Open Molecules 2025 dataset
Level of theory: ωB97M-V/def2-TZVPD

The geometry in ORCA input format:
```
! RIJCOSX wB97M-V def2-TZVPD def2/J DEFGRID3
* xyz 1 1
O 2.46 -1.06 -0.40
N -0.42 1.43 0.65
N 1.99 -0.06 0.39
C -0.25 0.29 0.11
C -1.00 -0.48 -0.76
H 0.37 1.79 1.11
H 1.98 -0.55 1.25
H -0.66 -0.65 -1.81
H -1.02 -1.46 -0.37
H 2.62 -0.68 -1.32
H -2.00 -0.03 -1.15
H -1.17 2.12 0.56
*
```

Values from the calculation:
HOMO-LUMO gap (alpha / beta): 8.674 / 9.323 eV
Total energy: -7203.2228 eV
Lowest unoccupied orbital energy (alpha / beta): -0.202 / -0.181 hartree
Energy relative to the best compared isomer or geometry (same formula, charge and spin): 5.922 eV
F_max: 4.81 eV Å⁻¹
HOMO energy (alpha / beta): -14.2 / -14.3 eV


# 2
Formula: C2H7N2O
Source: the Open Molecules 2025 dataset
Level of theory: ωB97M-V/def2-TZVPD

The geometry in ORCA input format:
```
! RIJCOSX wB97M-V def2-TZVPD def2/J DEFGRID3
* xyz 1 1
O -1.89 -1.07 0.67
N 0.52 -1.13 -0.54
N -1.17 0.11 0.49
C 0.03 0.01 -0.01
C 1.12 1.19 -0.01
H -1.62 0.79 1.05
H 0.75 2.06 -0.46
H 1.97 1.04 -0.62
H 1.46 -1.32 -0.81
H 1.47 1.37 1.01
H -2.37 -1.36 -0.09
H -0.27 -1.69 -0.69
*
```

Values from the calculation:
HOMO-LUMO gap: 12.280 eV
Total energy: -7206.5932 eV
Lowest unoccupied orbital energy: -0.137 hartree
Structure (SMILES): C/C(N)=[NH+]/O
Energy relative to the best compared isomer or geometry (same formula, charge and spin): 2.552 eV
F_max: 5.17 eV Å⁻¹
HOMO energy: -16.0 eV


# 3
Formula: C2H7N2O2
Source: the Open Molecules 2025 dataset
Level of theory: ωB97M-V/def2-TZVPD

The geometry in ORCA input format:
```
! RIJCOSX wB97M-V def2-TZVPD def2/J DEFGRID3
* xyz -1 1
O -2.28 -0.89 -0.32
O -1.59 0.42 1.37
N 0.89 -1.01 -0.67
N 0.86 1.38 -0.01
C -2.29 -0.47 0.85
C 1.50 0.31 -0.75
H 1.57 0.58 -1.80
H 1.17 1.37 0.95
H -0.04 -0.97 -1.06
H -0.15 1.31 0.01
H 0.77 -1.22 0.31
H 2.53 0.25 -0.41
H -2.95 -1.05 1.54
*
```

Values from the calculation:
HOMO-LUMO gap: 8.748 eV
Total energy: -9264.3521 eV
Lowest unoccupied orbital energy: 0.162 hartree
Energy relative to the best compared isomer or geometry (same formula, charge and spin): 0.344 eV
F_max: 0.93 eV Å⁻¹
HOMO energy: -4.4 eV